Formula: C3H3DyLiO2
Source: the Open Molecules 2025 dataset
Level of theory: the ωB97M-V functional and the def2-TZVPD basis

Positions of all 10 atoms, in Å:
O  -3.084  1.800  0.053
Li  -4.727  1.697  -0.360
C  0.696  0.450  0.403
C  0.496  -0.897  0.523
O  1.743  0.301  -0.575
C  1.715  -1.126  -0.327
H  -0.079  -1.532  1.195
H  1.589  -1.696  -1.261
H  2.634  -1.462  0.178
Dy  -0.983  2.465  0.173

As for the net charge: +1. The lowest unoccupied orbital energy (alpha / beta) is -5.35 / -5.84 eV. Its multiplicity is 6. For the frontier orbital gap (alpha / beta), the calculation gives 0.2327 / 0.2128 Ha.

Formula: C4H6Br2
Source: the Open Molecules 2025 dataset
Level of theory: the ωB97M-V functional and the def2-TZVPD basis

Positions of all 12 atoms, in Å:
C  1.213  0.621  0.650
C  0.683  -0.371  -0.304
Br  1.788  -2.032  -0.147
C  -0.735  -0.387  0.033
C  -1.777  -0.087  -0.749
Br  -3.598  0.154  -0.042
H  1.239  0.386  1.743
H  0.761  1.507  0.522
H  2.350  0.831  0.404
H  0.793  -0.196  -1.362
H  -0.828  -0.464  1.103
H  -1.888  0.039  -1.851

As for the relative energy (zero: lowest compared OMol25 entry of this formula, charge and spin): 12.4 kJ/mol. The lowest unoccupied orbital energy is 0.42 eV. For the frontier orbital gap, the calculation gives 0.3710 Ha.

Formula: C32H42F3GeN5O5SSeSiW
Source: the Open Molecules 2025 dataset
Level of theory: the ωB97M-V functional and the def2-TZVPD basis

Positions of all 92 atoms, in Å:
W  0.134  -0.008  0.195
O  5.785  -2.171  5.863
C  5.623  -2.212  4.511
O  6.559  -2.592  3.871
C  4.322  -1.780  3.975
C  3.201  -1.476  4.754
C  2.010  -1.055  4.209
C  1.852  -0.895  2.803
C  2.991  -1.229  2.018
C  4.167  -1.653  2.586
N  0.713  -0.437  2.245
C  -0.398  -0.133  3.067
C  -1.435  0.563  2.565
C  -2.602  0.928  3.334
C  -3.586  1.656  2.788
C  -3.481  2.078  1.407
C  -2.390  1.715  0.705
N  -1.343  0.982  1.216
H  4.994  -1.788  6.248
H  3.227  -1.578  5.836
H  1.190  -0.832  4.873
H  2.919  -1.141  0.950
H  5.018  -1.899  1.958
H  -0.439  -0.459  4.089
H  -2.657  0.585  4.361
H  -4.458  1.926  3.375
H  -4.267  2.641  0.918
H  -2.287  1.987  -0.329
Se  -2.064  -1.078  -1.371
C  -3.623  -0.020  -1.834
C  -3.608  1.277  -2.314
C  -4.809  1.875  -2.667
N  -5.999  1.266  -2.584
C  -5.987  0.003  -2.133
C  -4.838  -0.670  -1.746
H  -2.682  1.819  -2.429
H  -4.821  2.899  -3.035
H  -6.953  -0.489  -2.078
H  -4.879  -1.687  -1.379
N  1.159  -1.536  -0.733
C  1.165  -2.562  -1.243
N  1.170  -3.657  -1.972
C  1.605  -4.957  -1.430
C  3.073  -5.136  -1.748
O  3.310  -5.024  -3.154
C  2.888  -3.763  -3.674
C  1.418  -3.522  -3.417
H  1.018  -5.727  -1.924
H  1.425  -5.000  -0.367
H  3.419  -6.121  -1.451
H  3.650  -4.377  -1.210
H  3.092  -3.787  -4.740
H  3.473  -2.955  -3.217
H  0.810  -4.269  -3.928
H  1.090  -2.536  -3.740
S  -1.482  -1.687  -3.371
C  3.555  1.635  -0.074
Si  1.840  1.841  0.713
C  1.462  3.636  0.223
C  2.248  2.154  2.537
H  4.263  2.340  0.389
H  3.517  1.845  -1.157
H  3.956  0.618  0.055
H  2.348  4.238  0.472
H  0.605  4.030  0.792
H  1.245  3.775  -0.843
H  2.668  3.164  2.650
H  2.975  1.432  2.931
H  1.341  2.085  3.160
F  0.860  -3.730  1.970
C  -0.412  -3.865  2.398
F  -0.430  -3.436  3.675
F  -0.665  -5.195  2.420
C  -1.438  -3.078  1.535
O  -2.561  -3.585  1.497
O  -0.985  -2.005  1.044
C  -1.060  3.852  -1.801
Ge  -0.036  2.468  -2.760
C  1.511  3.455  -3.482
C  -1.048  1.992  -4.378
C  0.546  0.847  -1.853
H  -2.125  3.833  -2.071
H  -0.650  4.831  -2.083
H  -0.974  3.745  -0.718
H  1.149  4.291  -4.095
H  2.124  2.797  -4.113
H  2.147  3.855  -2.682
H  -1.807  2.744  -4.627
H  -1.528  1.016  -4.250
H  -0.347  1.909  -5.219
H  1.634  0.880  -1.985
H  0.199  0.068  -2.540

As for the net charge: -2. As for the relative energy (zero: lowest compared OMol25 entry of this formula, charge and spin): 184.2 kJ/mol. The lowest unoccupied orbital energy (alpha / beta) is 4.11 / 4.11 eV. Its multiplicity is 3. For the frontier orbital gap (alpha / beta), the calculation gives 0.1775 / 0.1913 Ha.

Formula: C5H8O2
Source: the Open Molecules 2025 dataset
Level of theory: the ωB97M-V functional and the def2-TZVPD basis

Positions of all 15 atoms, in Å:
C  1.383  0.173  -1.133
C  0.942  -0.058  0.266
O  1.672  -0.060  1.245
C  -0.448  -0.559  0.489
O  -0.396  -1.692  1.271
C  -1.554  -0.081  -0.387
C  -0.978  0.847  0.674
H  1.595  -0.867  -1.409
H  0.617  0.548  -1.816
H  2.292  0.764  -1.183
H  0.489  -1.570  1.676
H  -2.554  -0.481  -0.199
H  -1.391  0.128  -1.445
H  -0.113  1.499  0.366
H  -1.473  1.286  1.526

As for the relative energy (zero: lowest compared OMol25 entry of this formula, charge and spin): 233.4 kJ/mol. The lowest unoccupied orbital energy is 0.90 eV. For the frontier orbital gap, the calculation gives 0.3739 Ha.

Formula: C4H9NO2
Source: the Open Molecules 2025 dataset
Level of theory: the ωB97M-V functional and the def2-TZVPD basis

Positions of all 16 atoms, in Å:
C  -2.038  0.750  0.753
C  -1.745  -0.642  0.207
N  -0.526  -0.594  -0.583
C  0.655  -0.361  0.064
O  0.982  -0.812  1.143
O  1.420  0.453  -0.707
C  2.802  0.140  -0.754
H  -2.081  1.464  -0.078
H  -2.976  0.809  1.311
H  -1.214  1.049  1.410
H  -1.603  -1.372  1.007
H  -2.547  -1.010  -0.439
H  -0.599  -0.067  -1.444
H  3.173  0.610  -1.668
H  3.351  0.507  0.116
H  2.907  -0.945  -0.800

As for the relative energy (zero: lowest compared OMol25 entry of this formula, charge and spin): 68.6 kJ/mol. The lowest unoccupied orbital energy is 0.94 eV. For the frontier orbital gap, the calculation gives 0.3994 Ha.

Formula: C16H6Br2Cl5CuNO2
Source: the Open Molecules 2025 dataset
Level of theory: the ωB97M-V functional and the def2-TZVPD basis

Positions of all 33 atoms, in Å:
Cu  0.795  0.125  -0.176
C  -2.108  -1.163  0.652
C  -2.212  0.275  0.259
C  -3.425  0.971  0.140
C  -3.418  2.291  -0.243
C  -2.194  2.946  -0.497
C  -2.042  4.283  -0.899
Br  -3.572  5.414  -1.142
C  -0.799  4.820  -1.146
C  0.334  4.048  -0.975
Br  2.044  4.794  -1.325
C  0.307  2.703  -0.576
O  1.353  1.999  -0.439
C  -1.015  2.167  -0.349
N  -1.062  0.875  0.009
H  -3.080  -1.615  0.819
H  -1.505  -1.253  1.553
H  -1.577  -1.709  -0.126
H  -4.358  0.466  0.348
H  -4.341  2.843  -0.360
H  -0.692  5.840  -1.486
Cl  4.134  -5.636  2.123
C  3.351  -4.398  1.220
C  2.920  -3.229  1.838
Cl  3.183  -3.026  3.525
C  2.279  -2.244  1.110
Cl  1.781  -0.801  1.913
C  2.010  -2.366  -0.284
O  1.394  -1.513  -0.987
C  2.488  -3.575  -0.870
Cl  2.225  -3.784  -2.557
C  3.133  -4.555  -0.147
Cl  3.670  -5.990  -0.926

As for the net charge: -1. As for the relative energy (zero: lowest compared OMol25 entry of this formula, charge and spin): 0.0 kJ/mol. The lowest unoccupied orbital energy is 2.44 eV. For the frontier orbital gap, the calculation gives 0.2558 Ha.